No. 1
This record from the OMol25 dataset describes a structure of composition C44H34N3OsP2S2. The level of theory is ωB97M-V with the def2-TZVPD basis set.

The net charge is +1. The calculation puts the HOMO-LUMO gap (spin up / spin down) at 7.48 / 6.33 eV. Its expectation value of S² is 6.03. Its spin multiplicity is 5. The lowest unoccupied orbital energy (spin up / spin down) is -1.77 / -4.36 eV.

XYZ file:
```
86
Properties=species:S:1:pos:R:3:lowdin_charge:R:1
Os -0.690 0.635 -0.236 1.2178
S 2.272 0.375 1.008 0.7385
C 1.780 1.983 0.697 -1.1036
N 0.596 2.296 0.211 -0.1837
C 0.437 3.672 0.076 -0.3056
C -0.689 4.320 -0.429 -0.0080
C -0.685 5.699 -0.476 -0.0621
C 0.415 6.435 -0.029 -0.0725
C 1.537 5.804 0.472 -0.0763
C 1.538 4.415 0.515 -0.4594
S 2.801 3.342 1.045 1.0669
H -1.543 3.745 -0.754 0.0844
H -1.550 6.221 -0.861 0.1106
H 0.390 7.515 -0.080 0.1107
H 2.389 6.374 0.815 0.1143
C 0.524 2.127 6.157 -0.0705
C -0.100 0.890 6.205 -0.0684
C -0.584 0.307 5.043 -0.0739
C -0.444 0.968 3.826 -0.3429
C 0.185 2.213 3.783 -0.0915
C 0.664 2.792 4.946 -0.0653
P -1.090 0.303 2.274 0.9962
C -1.645 -1.381 2.651 -0.3795
C -0.666 -2.358 2.842 -0.1129
C -1.029 -3.675 3.068 -0.0762
C -2.371 -4.032 3.091 -0.0749
C -3.347 -3.067 2.895 -0.0721
C -2.989 -1.742 2.677 -0.0767
C -2.551 1.282 1.840 -0.4124
C -3.568 1.789 2.640 -0.0743
C -4.599 2.485 2.029 -0.0709
C -4.604 2.658 0.647 -0.0742
C -3.573 2.164 -0.140 -0.1291
C -2.501 1.490 0.451 -0.3767
H 0.901 2.577 7.066 0.1087
H -0.211 0.375 7.150 0.1092
H -1.067 -0.661 5.083 0.1035
H 0.282 2.737 2.839 0.0858
H 1.146 3.760 4.909 0.1096
H 0.383 -2.078 2.821 0.1050
H -0.265 -4.424 3.235 0.1042
H -2.653 -5.062 3.266 0.1076
H -4.393 -3.342 2.920 0.1081
H -3.756 -0.993 2.524 0.1026
H -3.554 1.647 3.715 0.1163
H -5.406 2.893 2.624 0.1078
H -5.425 3.192 0.184 0.1070
H -3.603 2.321 -1.213 0.0969
N 0.868 -0.269 -1.006 -0.4712
P 1.392 -1.203 -2.176 0.8250
C 0.037 -1.656 -3.278 -0.3151
C -0.764 -0.634 -3.792 -0.1191
C -1.869 -0.944 -4.567 -0.0676
C -2.182 -2.272 -4.830 -0.0704
C -1.388 -3.290 -4.322 -0.0713
C -0.279 -2.984 -3.544 -0.0672
C 2.684 -0.430 -3.157 -0.2930
C 3.845 -0.026 -2.496 -0.0796
C 4.863 0.588 -3.205 -0.0621
C 4.730 0.795 -4.573 -0.0640
C 3.580 0.389 -5.232 -0.0652
C 2.554 -0.226 -4.527 -0.0685
C 2.086 -2.728 -1.510 -0.3050
C 3.000 -3.482 -2.241 -0.0748
C 3.485 -4.671 -1.722 -0.0624
C 3.060 -5.107 -0.474 -0.0620
C 2.149 -4.355 0.256 -0.0627
C 1.661 -3.164 -0.258 -0.0801
H -0.524 0.402 -3.579 0.1043
H -2.487 -0.151 -4.967 0.1113
H -3.046 -2.513 -5.436 0.1101
H -1.626 -4.323 -4.534 0.1100
H 0.333 -3.781 -3.141 0.1055
H 3.947 -0.186 -1.430 0.0840
H 5.761 0.903 -2.692 0.1109
H 5.529 1.270 -5.126 0.1106
H 3.479 0.546 -6.297 0.1103
H 1.662 -0.548 -5.048 0.1018
H 3.340 -3.134 -3.210 0.1161
H 4.200 -5.255 -2.287 0.1114
H 3.446 -6.033 -0.069 0.1108
H 1.819 -4.695 1.229 0.1021
H 0.954 -2.568 0.307 0.0770
N -2.492 -1.806 -1.007 0.2278
C -1.836 -0.895 -0.721 -0.2780
H -3.060 -2.544 -1.362 0.1122
```



No. 2
This record from the OMol25 dataset describes the molecule C5H8O2. The level of theory is ωB97M-V with the def2-TZVPD basis set.

The calculation puts the HOMO-LUMO gap at 10.14 eV. Its SMILES is C[C@@]1(O)CCC1=O. The lowest unoccupied orbital energy is 0.77 eV.

XYZ file:
```
15
Properties=species:S:1:pos:R:3:lowdin_charge:R:1
C -1.809 -0.433 -0.098 -0.0029
C -0.457 0.245 -0.121 -0.5017
O -0.698 1.627 -0.303 0.0153
C 0.543 -0.092 1.006 -0.1003
C 1.736 -0.032 0.033 -0.0702
C 0.678 -0.305 -1.051 -0.3172
O 0.691 -0.911 -2.086 0.1319
H -2.482 0.116 0.572 0.0925
H -2.247 -0.442 -1.098 0.0915
H -1.725 -1.463 0.261 0.0874
H 0.140 2.108 -0.332 0.1004
H 0.539 0.526 1.907 0.1241
H 0.369 -1.152 1.209 0.1205
H 2.184 0.964 -0.079 0.1155
H 2.540 -0.756 0.181 0.1133
```



Number 1: calculated total energy -93359.196 eV, F_max 0.0081 hartree/bohr. Number 2: calculated total energy -9408.576 eV, F_max 0.0129 hartree/bohr.